Formula: C13H26CeN5O3P
Source: the OMol25 dataset
Level of theory: the ωB97M-V functional and the def2-TZVPD basis

- net charge = +4
- spin multiplicity = 1
- frontier orbital gap (alpha / beta) (Ha) = 0.182 / 0.181

Geometry as XYZ:
```
49
Properties=species:S:1:pos:R:3:forces:R:3
Ce 0.30127 0.17044 1.64584 1.248 -5.081 0.770
C -2.08836 -0.00394 1.02752 -8.440 0.181 -0.679
O -3.25749 0.02036 0.96840 6.710 -0.199 0.255
C -0.13983 2.43895 1.66271 -2.433 10.209 1.534
O -0.41209 3.54727 1.91821 1.644 -6.335 -1.528
C 2.75861 0.85631 1.49846 6.915 2.826 1.308
O 3.81705 1.28928 1.70954 -5.473 -2.311 -1.194
C -1.34075 1.28127 -2.05716 -1.061 0.428 0.920
P 0.11196 0.53850 -1.19364 -0.159 -0.050 -2.886
H 0.72591 -1.30067 -2.53127 -0.019 0.001 0.254
H -2.16685 0.58939 -1.83509 0.180 0.033 -0.027
C 1.60464 1.22188 -2.10452 1.131 0.441 0.997
H 1.31820 1.17774 -3.17144 -0.281 -0.192 0.437
C -1.18615 1.37014 -3.57761 0.524 -0.200 -0.397
H -0.88580 0.41588 -4.02229 -0.055 0.131 -0.048
H -0.45792 2.13630 -3.87170 -0.223 -0.118 0.074
H -2.15390 1.64722 -4.02214 0.181 -0.076 0.292
C -1.71760 2.64451 -1.46545 -0.059 0.419 -0.197
H -0.99386 3.42346 -1.72671 -0.164 -0.127 0.011
C 0.78333 -2.11222 -0.51360 0.193 -0.169 -0.289
H -1.81024 2.63718 -0.37632 -0.132 -0.082 0.108
H -2.69154 2.96268 -1.86411 0.269 -0.107 0.099
C -1.29258 -1.84407 -1.93272 0.158 0.048 -0.130
H 0.11244 -2.31391 0.34614 -0.145 -0.034 -0.039
H 0.99251 -3.10643 -0.94339 0.055 0.171 0.508
H 1.75721 -1.72789 -0.16122 0.036 0.037 -0.087
C 0.10781 -1.28665 -1.61885 -0.518 0.139 0.717
H -1.19502 -2.93007 -2.06713 -0.100 0.203 0.003
H -1.69333 -1.42959 -2.86720 0.040 -0.155 0.341
H -2.01742 -1.67486 -1.11885 0.192 -0.110 -0.242
C 2.87084 0.37937 -1.88903 -0.131 -0.222 -0.193
H 3.16279 0.32396 -0.82851 0.031 0.025 -0.315
H 3.70462 0.84631 -2.43528 -0.249 -0.137 0.188
H 2.76034 -0.63690 -2.28007 0.172 0.111 0.116
C 1.87854 2.68123 -1.71360 -0.154 0.348 -0.271
H 2.04347 2.81241 -0.63583 0.048 -0.078 -0.028
H 1.07546 3.35933 -2.01534 0.144 -0.087 0.059
H 2.79252 3.03287 -2.21545 -0.261 -0.155 0.120
H 0.00050 -5.13396 0.04344 -0.018 -0.054 0.259
H -0.00218 -5.21562 0.78947 0.003 0.027 -0.244
N -1.52743 -0.86630 6.72663 0.917 -0.283 -2.378
N -0.93080 -1.18455 5.53477 -1.244 1.648 0.183
N -0.60511 -2.45084 5.29507 0.804 0.461 -1.761
C -0.16657 -2.39101 4.02865 0.029 -0.578 0.857
N -0.25095 -1.14123 3.50777 -0.596 0.481 1.049
N -0.78974 -0.34439 4.49676 0.250 -1.061 1.043
H -1.69392 0.10254 6.97151 0.201 0.065 -0.248
H -1.46546 -1.59139 7.42114 0.085 -0.365 0.262
H 0.25288 -3.22032 3.46349 -0.245 -0.069 0.417
```
Positions in Å, forces in eV/Å.

Results of the Mulliken charge analysis, in e, for atoms 1 through 4: Ce 1.175; C 0.441; O -0.033; C 0.439



Formula: C13H26ClIMnNOP2S
Source: the OMol25 dataset
Level of theory: the ωB97M-V functional and the def2-TZVPD basis

- net charge = +2
- spin multiplicity = 5
- ⟨S²⟩ = 6.26
- frontier orbital gap (alpha / beta) (Ha) = 0.187 / 0.272

Geometry as XYZ:
```
47
Properties=species:S:1:pos:R:3:forces:R:3
C 0.22547 0.72750 -7.08935 -0.002 0.050 -0.081
C 0.22886 1.47602 -5.77933 0.026 3.237 -0.293
H 0.22848 1.45171 -7.91649 0.003 -0.122 0.385
H -0.67528 0.10089 -7.16230 0.336 0.101 0.141
H 1.12071 0.09288 -7.16243 -0.335 0.107 0.142
O 0.23926 2.66664 -5.59371 -0.028 -3.166 -0.324
I 0.21222 0.12407 -4.02623 -0.002 -0.274 0.161
Mn 0.19516 -0.78064 -0.22680 0.326 -0.549 -0.307
P 2.59991 -0.27415 -0.20298 1.337 -0.210 0.006
C 3.28521 1.01853 0.88747 -0.391 0.318 0.106
C 3.54460 -1.73410 0.34000 -0.393 -0.281 -0.007
H 4.61653 -1.55044 0.20612 -0.220 0.023 0.025
H 4.38747 0.02721 -1.82460 -0.283 0.033 0.086
H 3.24316 -2.60805 -0.24492 0.097 0.092 0.038
H 2.85121 -0.50457 -2.59759 0.237 0.067 0.164
H 2.92417 0.88123 1.91209 0.192 -0.033 -0.127
H 3.32881 -1.94333 1.39384 0.089 0.067 -0.183
C 3.29532 0.14213 -1.83180 -0.324 0.024 -0.236
H 4.38559 0.97654 0.88778 -0.388 -0.064 -0.086
H 3.02697 1.17498 -2.08386 0.106 -0.185 0.028
H 2.96285 2.00648 0.53893 0.124 -0.129 0.076
P -2.15531 -0.27511 -0.18566 -1.157 -0.111 0.185
C -2.65392 1.02825 0.98607 0.134 0.231 -0.002
C -2.84567 0.22243 -1.78948 0.236 0.053 -0.245
H -2.79653 -2.60130 -0.19564 -0.117 0.108 0.043
H -4.20042 -1.52603 0.08282 0.205 0.003 0.073
H -3.04392 -1.88423 1.40536 -0.006 0.086 -0.199
C -3.14789 -1.70726 0.32968 0.242 -0.306 -0.052
H -2.41421 -0.39967 -2.58399 -0.232 0.075 0.206
H -3.93926 0.12012 -1.78376 0.281 0.052 0.076
H -3.74694 1.02796 1.11856 0.344 -0.028 -0.114
H -2.33903 1.99935 0.59101 -0.110 -0.069 0.088
H -2.56380 1.26068 -2.00166 -0.098 -0.194 0.027
H -2.17046 0.88990 1.95922 -0.168 -0.046 -0.172
Cl 0.21121 -2.70124 -1.39035 -0.014 0.796 0.094
S 0.18857 -1.68196 1.91650 0.088 0.054 0.129
C -0.24382 -0.60947 3.20727 -0.340 -0.393 0.878
N -1.04658 -1.16734 4.18402 -0.037 0.960 -0.191
C -1.58726 -0.44676 5.21661 0.592 -0.069 -0.751
C -1.23402 0.88101 5.34314 -0.243 -0.145 0.230
C -0.31838 1.44615 4.44575 0.008 -0.133 -0.086
C 0.17549 0.70961 3.37473 -0.246 -0.082 0.204
H -1.27939 -2.15649 4.08861 -0.014 0.278 -0.010
H -2.29016 -0.97056 5.86426 0.333 0.132 -0.112
H -1.67182 1.46812 6.14846 0.179 -0.147 -0.199
H 0.00247 2.47657 4.58323 -0.082 -0.179 -0.017
H 0.88436 1.12575 2.66140 -0.284 -0.031 0.202
```
Positions in Å, forces in eV/Å.

Results of the Mulliken charge analysis, in e, for atoms 1 through 4: C -0.911; C 0.515; H 0.305; H 0.320



Formula: C13H26ClN2O2S3
Source: the OMol25 dataset
Level of theory: the ωB97M-V functional and the def2-TZVPD basis

- net charge = +1
- spin multiplicity = 1
- frontier orbital gap (Ha) = 0.209
- ΔE to the lowest compared entry with this formula, charge and spin (kJ/mol) = 0.00

Geometry as XYZ:
```
47
Properties=species:S:1:pos:R:3:forces:R:3
S 6.65452 0.90958 3.10895 0.082 -0.081 0.066
C 5.97917 1.57006 1.81123 0.292 -0.586 0.534
S 4.47095 2.52320 1.98061 0.043 0.080 -0.006
C 3.29917 1.33225 1.25701 0.385 0.358 -0.650
C 2.53666 1.97300 0.09061 -0.499 -0.438 0.857
C 1.73362 0.88254 -0.65590 0.509 0.673 -0.496
S 0.02944 0.94860 -0.11227 -0.163 -0.891 0.790
Cl -0.95436 -0.36650 -1.26475 0.152 0.652 0.124
N 6.51006 1.40807 0.52425 -1.496 0.895 1.320
C 7.03818 0.28290 -0.04480 0.369 0.036 -0.182
C 7.41382 0.68881 -1.27763 0.201 -0.960 -0.091
N 7.11768 1.99482 -1.47746 0.179 1.040 -0.949
C 6.56739 2.42769 -0.39039 0.135 -0.673 -0.547
H 2.63913 0.96369 2.03625 -0.137 0.009 0.110
H 3.84814 0.48555 0.85751 0.283 -0.138 0.120
H 3.20831 2.48010 -0.58891 0.120 -0.020 -0.222
H 1.87643 2.73254 0.51539 -0.067 0.246 -0.171
H 1.81718 0.97664 -1.73320 -0.309 0.075 -0.163
H 2.09211 -0.10484 -0.37943 -0.273 -0.249 0.119
H -0.43608 2.17962 -0.44335 0.173 -0.214 -0.700
H 7.10289 -0.66822 0.43262 0.010 -0.162 0.389
H 7.88400 0.05635 -2.00237 0.085 0.072 -0.404
H 6.20592 3.41804 -0.20978 -0.057 0.217 0.198
C -2.31962 -3.75940 0.94849 0.224 -0.085 -0.014
C -2.09831 -3.05814 2.27903 -0.435 0.218 -0.421
C -3.35573 -2.34208 2.74346 0.076 0.070 0.193
O -1.01878 -2.12115 2.16353 0.416 -0.061 0.197
H -2.58529 -3.03404 0.17180 -0.128 0.018 0.054
H -1.40861 -4.26418 0.62471 -0.014 -0.044 0.045
H -3.11906 -4.49651 1.01679 -0.021 0.018 -0.030
H -1.79147 -3.78494 3.03010 0.168 0.084 0.027
H -3.65013 -1.57521 2.01958 -0.028 -0.079 -0.078
H -3.18159 -1.83971 3.69511 -0.001 -0.051 0.023
H -4.18550 -3.03812 2.86458 -0.015 0.013 -0.024
H -1.26100 -1.46711 1.50272 -0.279 -0.060 -0.016
C -5.96116 1.21906 -3.00751 -0.131 -0.024 -0.045
C -5.73361 0.03555 -2.08046 0.431 0.338 -0.202
C -4.88490 0.42180 -0.87791 -0.029 -0.139 0.202
O -5.10570 -1.02809 -2.79671 -0.164 -0.212 0.212
H -5.00845 1.58962 -3.39850 0.029 0.026 0.082
H -6.56714 0.92196 -3.86245 -0.035 -0.013 0.031
H -6.46489 2.03733 -2.49150 0.015 0.014 -0.012
H -6.69313 -0.34897 -1.73617 0.025 -0.145 -0.050
H -3.89582 0.76795 -1.20051 -0.062 0.103 -0.101
H -4.73059 -0.44077 -0.22681 -0.065 -0.003 0.005
H -5.35555 1.21641 -0.29762 0.028 0.012 0.002
H -4.25832 -0.70573 -3.11795 -0.023 0.058 -0.127
```
Positions in Å, forces in eV/Å.

Results of the Mulliken charge analysis, in e, for atoms 1 through 4: S -0.152; C 0.053; S -0.080; C -0.928



> Which formula does entry 2 have?

C13H26ClIMnNOP2S



> Number 1 is which compound?

C13H26CeN5O3P



> net charge of number 2 (C13H26ClIMnNOP2S)?

+2



> What is the net charge in the third record?

+1